Entry 1:
Computed, not measured: a 10-piece molecular cluster, C41H84BNO24 overall in a non-equilibrium geometry, with wB97M-V/def2-TZVPD.

Output
**DFT total energy**: -95187.853 eV
**M**: 985.918 g/mol
**Structure (SMILES)**: COB(O)OC(=O)N(O)CCCO.CCOC(C)=O.CCOC(C)=O.CCOC(C)=O.CCOC(C)=O.CCOC(C)=O.CCOC(C)=O.CCOC(C)=O.CCOC(C)=O.CCOC(C)=O
**Multiplicity**: 1
**LUMO**: 0.53 eV
**Frontier orbital gap**: 9.760 eV

CARTESIAN COORDINATES (ANGSTROEM)
O1 6.32 -4.05 0.10
O2 0.67 -7.45 -4.63
O3 -3.19 0.40 -6.88
O4 -1.86 -1.73 -2.19
O5 -0.30 -0.76 -3.37
O6 2.42 -5.36 -3.37
O7 -4.24 -0.58 -8.53
O8 4.42 -7.72 -1.99
O9 -1.46 -9.14 1.20
O10 6.28 5.87 3.12
O11 -2.23 0.72 2.17
O12 0.38 6.71 5.53
O13 1.85 7.88 4.41
O14 -5.67 6.02 1.54
O15 -5.54 4.65 3.24
O16 6.01 -6.18 -0.25
O17 6.21 7.51 1.67
O18 -2.94 -8.66 2.74
O19 1.15 -4.31 -1.69
O20 -1.30 -7.77 -1.90
O21 -2.55 -1.39 1.70
O22 0.01 3.38 5.02
O23 0.09 -5.97 -2.99
O24 -1.98 4.25 4.92
N1 -0.15 -8.27 -2.61
C1 -0.86 -0.34 0.41
C2 8.13 7.51 3.05
C3 -5.22 -7.78 2.81
C4 0.94 -8.37 -1.64
C5 -3.72 -2.27 -10.22
C6 -1.45 1.92 2.10
C7 -3.82 -7.74 3.39
C8 2.07 8.76 2.14
C9 0.15 -4.51 -0.68
C10 6.34 -5.11 -0.71
C11 6.89 5.59 5.46
C12 -1.57 -2.63 -4.36
C13 -6.46 8.29 1.14
C14 0.77 5.94 3.32
C15 0.22 -7.21 -3.53
C16 -3.28 4.54 5.46
C17 -1.85 2.78 0.91
C18 -1.90 0.15 -8.85
C19 6.68 -4.95 -2.17
C20 0.03 -0.12 -5.70
C21 -1.25 -1.70 -3.22
C22 -3.28 5.86 6.20
C23 -2.29 -8.37 1.61
C24 3.42 -8.48 -1.33
C25 -3.16 0.03 -8.02
C26 -2.64 -7.13 0.83
C27 -1.00 3.67 5.61
C28 -6.20 5.44 2.63
C29 0.62 -0.76 -4.46
C30 0.99 6.85 4.51
C31 -7.58 5.86 3.11
C32 -4.36 -0.93 -9.91
C33 6.82 -2.77 -0.28
C34 2.74 8.05 3.30
C35 -1.92 -0.39 1.48
C36 6.82 6.96 2.54
C37 5.78 -1.96 -1.02
C38 2.27 -8.75 -2.29
C39 6.99 5.05 4.05
C40 -6.42 6.86 0.66
C41 -1.14 3.47 7.10
B1 1.23 -5.24 -2.68
H1 -8.06 5.00 3.55
H2 1.68 9.72 2.47
H3 7.91 8.30 3.78
H4 4.81 -7.13 -1.33
H5 -0.10 0.43 0.58
H6 -1.29 3.71 0.91
H7 -1.67 2.26 -0.04
H8 -2.41 -2.22 -4.92
H9 3.17 7.09 3.01
H10 -3.34 -7.41 0.04
H11 -2.65 -2.25 -10.03
H12 7.35 6.57 5.55
H13 1.60 5.89 2.63
H14 6.16 -0.96 -1.25
H15 -1.66 2.46 3.02
H16 -3.94 4.60 4.60
H17 -0.12 6.29 2.78
H18 3.56 8.66 3.68
H19 -2.16 3.38 7.44
H20 -6.97 8.38 2.10
H21 -0.39 1.69 2.10
H22 -1.41 1.08 -8.58
H23 -1.24 -0.69 -8.62
H24 2.25 -9.79 -2.58
H25 -1.41 -8.36 -1.14
H26 -0.61 2.56 7.37
H27 7.75 -2.87 -0.84
H28 0.77 -0.08 -6.50
H29 7.08 -2.28 0.66
H30 -1.33 -0.17 -0.55
H31 -3.06 -6.31 1.40
H32 -2.92 3.01 0.96
H33 6.50 4.08 3.99
H34 -5.89 6.80 -0.29
H35 -1.73 -6.76 0.36
H36 0.28 -3.73 0.06
H37 8.66 7.95 2.21
H38 5.85 5.69 5.75
H39 -0.86 -4.40 -1.07
H40 -5.88 -7.12 3.36
H41 7.19 -5.85 -2.50
H42 -2.62 5.85 7.07
H43 5.49 -2.43 -1.96
H44 8.02 4.91 3.73
H45 -5.44 8.67 1.27
H46 0.57 4.94 3.70
H47 7.38 4.91 6.16
H48 8.78 6.77 3.51
H49 -2.95 6.66 5.55
H50 -5.61 -8.80 2.87
H51 3.03 -5.93 -2.90
H52 2.79 8.92 1.34
H53 -6.98 8.92 0.42
H54 -3.63 3.71 6.08
H55 -0.31 0.89 -5.48
H56 -8.23 6.24 2.32
H57 0.99 -1.76 -4.66
H58 1.47 -0.18 -4.11
H59 -3.97 -0.13 -10.55
H60 0.67 -9.14 -0.93
H61 -4.16 -3.04 -9.59
H62 -5.23 -7.49 1.76
H63 -7.46 6.63 3.87
H64 -5.43 -0.98 -10.10
H65 -4.29 6.09 6.55
H66 4.88 -1.86 -0.42
H67 -1.86 -3.59 -3.94
H68 -0.36 -1.30 0.38
H69 -2.07 0.18 -9.93
H70 -0.66 4.32 7.60
H71 -7.41 6.45 0.49
H72 -0.74 -2.81 -5.04
H73 5.76 -4.84 -2.73
H74 0.28 -5.45 -0.16
H75 2.44 -8.18 -3.20
H76 7.33 -4.10 -2.38
H77 3.06 -7.92 -0.47
H78 -3.84 -8.05 4.43
H79 1.24 8.18 1.75
H80 3.81 -9.42 -0.93
H81 -0.84 -0.67 -6.06
H82 1.07 -7.43 -1.11
H83 -3.40 -6.73 3.38
H84 -3.88 -2.53 -11.26

***

Entry 2:
Computed, not measured: a 4-piece molecular cluster, C41H88N12O4P3S overall in a non-equilibrium geometry, with wB97M-V/def2-TZVPD.

Output
**DFT total energy**: -108682.942 eV
**M**: 938.224 g/mol
**Net charge**: +1
**Multiplicity**: 1
**LUMO**: -4.37 eV
**Frontier orbital gap**: 4.403 eV

CARTESIAN COORDINATES (ANGSTROEM)
S1 -8.47 3.46 -0.61
P1 13.43 -2.74 -1.96
P2 -14.23 5.67 3.12
P3 5.21 -5.06 -0.21
O1 -13.34 6.83 3.63
O2 -10.14 1.24 -1.21
O3 12.25 -1.79 -1.64
O4 3.81 -4.47 0.09
N1 6.03 -3.73 0.48
N2 13.34 -2.48 -3.64
N3 -13.19 5.30 1.82
N4 -15.24 4.33 2.53
N5 6.82 -5.74 -0.56
N6 5.01 -6.38 0.85
N7 -3.07 2.68 1.69
N8 -15.52 6.70 2.71
N9 12.58 -4.13 -1.42
N10 -11.47 3.38 -1.41
N11 -12.30 2.30 -1.75
N12 14.79 -3.83 -2.31
C1 -1.45 -2.08 -2.46
C2 -11.79 5.08 2.19
C3 2.79 4.65 -1.85
C4 3.54 2.66 -0.11
C5 -5.07 3.05 -0.02
C6 -11.53 1.00 -1.64
C7 13.37 -1.08 -4.05
C8 -2.04 2.95 0.79
C9 5.58 -2.42 -0.01
C10 1.02 3.45 -0.23
C11 3.80 -7.17 0.63
C12 -15.93 7.62 3.78
C13 -13.26 5.85 0.48
C14 -6.18 1.86 -0.16
C15 -1.30 0.95 2.20
C16 -2.58 1.80 2.87
C17 15.85 -3.45 -3.23
C18 1.00 -2.24 -0.99
C19 1.19 -1.31 1.71
C20 5.37 -6.42 2.25
C21 0.31 -1.52 0.35
C22 -16.63 4.22 2.96
C23 11.99 -3.99 -0.08
C24 7.01 -7.16 -0.83
C25 2.36 3.22 -1.16
C26 6.39 -3.60 1.88
C27 -1.25 -1.03 0.26
C28 -2.09 -1.33 -1.15
C29 11.71 -4.95 -2.23
C30 -15.69 7.38 1.44
C31 -4.45 3.25 1.48
C32 -7.20 2.32 -1.40
C33 7.85 -4.92 -1.18
C34 -10.13 2.72 -1.10
C35 -2.10 -0.26 1.44
C36 15.23 -4.81 -1.33
C37 -0.69 2.21 1.35
C38 -14.67 3.04 2.16
C39 12.55 -3.25 -4.58
C40 0.13 -2.52 -2.38
C41 0.38 1.95 0.13
H1 6.36 -1.66 0.11
H2 7.12 -4.35 2.17
H3 2.07 4.85 -2.77
H4 16.32 -4.90 -1.26
H5 11.84 -4.97 0.39
H6 7.43 -4.04 -1.68
H7 7.78 -7.37 -1.58
H8 4.68 -2.08 0.51
H9 -13.71 2.87 2.67
H10 4.77 -5.72 2.84
H11 2.92 -6.69 1.07
H12 -15.88 7.12 4.75
H13 -5.64 4.07 -0.28
H14 -15.29 8.51 3.82
H15 -0.26 1.66 -0.82
H16 5.22 -7.42 2.68
H17 13.68 -0.97 -5.10
H18 14.10 -0.52 -3.45
H19 -16.83 4.79 3.87
H20 -5.25 2.90 2.28
H21 3.85 1.60 -0.53
H22 7.31 -7.68 0.09
H23 16.84 -3.82 -2.94
H24 3.91 4.51 -2.24
H25 -11.26 6.02 2.33
H26 2.02 -0.46 1.59
H27 1.26 3.93 0.83
H28 6.90 -2.65 2.08
H29 -16.59 8.00 1.42
H30 12.84 -4.30 -4.57
H31 -7.65 1.42 -2.00
H32 4.42 3.44 -0.06
H33 -2.16 -2.26 -3.38
H34 1.21 1.15 0.36
H35 3.89 -8.18 1.05
H36 14.89 -4.55 -0.32
H37 2.07 2.41 -1.98
H38 -11.26 4.50 1.42
H39 0.59 -3.05 -3.34
H40 -2.33 2.36 3.88
H41 -3.23 -0.99 -1.21
H42 15.95 -2.36 -3.31
H43 -0.69 0.59 3.16
H44 -4.35 4.43 1.65
H45 -14.51 3.00 1.08
H46 10.88 -4.37 -2.65
H47 -6.80 1.66 0.81
H48 -3.27 0.89 3.19
H49 6.09 -7.62 -1.21
H50 6.43 -6.23 2.40
H51 5.36 -2.47 -1.09
H52 3.62 -7.30 -0.44
H53 -2.36 -1.07 2.27
H54 -6.55 2.94 -2.20
H55 -11.84 -0.12 -1.80
H56 11.03 -3.47 -0.12
H57 11.48 -3.13 -4.41
H58 -14.84 8.04 1.21
H59 12.39 -0.60 -3.93
H60 -15.30 2.19 2.42
H61 -4.28 2.90 -0.87
H62 -12.53 5.38 -0.19
H63 1.81 -2.32 1.88
H64 2.68 5.54 -1.09
H65 8.43 -5.44 -1.95
H66 12.27 -5.44 -3.02
H67 -17.29 4.58 2.17
H68 12.66 -3.43 0.58
H69 12.75 -2.93 -5.62
H70 5.51 -3.64 2.53
H71 11.27 -5.77 -1.65
H72 -13.05 6.92 0.48
H73 2.13 -2.59 -1.03
H74 -0.09 2.80 2.20
H75 0.54 -1.17 2.69
H76 -14.22 5.65 0.02
H77 8.56 -4.57 -0.42
H78 -11.73 4.50 3.11
H79 -3.16 0.08 1.01
H80 -2.07 3.58 -0.21
H81 -15.84 6.66 0.63
H82 3.03 2.45 0.95
H83 -16.97 7.94 3.65
H84 15.65 -3.85 -4.23
H85 0.24 4.16 -0.76
H86 -16.94 3.19 3.19
H87 -5.64 0.88 -0.58
H88 14.84 -5.80 -1.58